This record from OMol25 describes C26H36BCl2F6MoN3O6S2 as an isolated structure. The level of theory is ωB97M-V with the def2-TZVPD basis set.

Last column: Mulliken spin population.
Cartesian coordinates (Å):
N  0.77957  1.48095  2.40357  0.067
S  4.56384  1.53292  -1.35571  -0.010
F  4.16605  3.97742  -2.20674  0.000
H  4.37001  -2.12169  0.90679  0.001
O  1.75289  1.85990  -2.60113  0.000
H  -0.49159  3.89397  1.98631  -0.001
H  -5.65980  -4.15828  0.26702  0.000
H  -4.83554  -4.26947  -2.11656  0.000
C  -5.99676  -2.63498  -1.24993  0.000
C  -4.82909  -1.76566  -0.77839  0.000
C  -2.77904  -0.16742  0.18585  -0.016
S  2.64566  0.94893  -3.30912  0.006
O  -1.60487  0.48762  0.47455  -0.087
C  5.18274  3.20405  -1.83097  0.003
H  0.89604  4.86620  2.41541  -0.001
H  3.19173  -3.20985  0.15620  0.000
Mo  1.48779  0.66840  -0.32072  2.484
H  0.40216  2.95793  -1.15880  0.010
C  2.61834  -0.77691  5.28393  0.002
B  -0.60978  -0.08787  -0.35989  0.027
C  1.10296  2.80107  2.94013  0.010
F  6.05250  3.10584  -2.82724  0.000
C  1.13787  3.78959  0.58727  0.016
H  0.69357  2.96503  3.94360  0.003
Cl  -1.62320  0.82187  -5.46411  0.000
C  3.47875  -2.72290  1.09043  -0.008
C  -1.45760  0.53523  -3.73070  -0.010
Cl  -1.79498  2.00569  -2.78530  0.000
H  -7.30580  -4.13801  -0.38698  0.000
O  3.47153  1.87056  -0.44230  0.014
H  -6.79225  -2.89810  0.76407  0.000
C  2.32021  -1.85503  1.61278  0.033
H  0.78753  -3.15359  0.83011  -0.004
C  2.20183  -1.45130  4.13937  -0.001
H  1.26845  -3.55089  2.48367  0.000
F  1.83672  1.89558  -5.57802  0.000
H  -5.23600  -2.98085  -3.26526  0.000
C  0.60548  3.89528  2.00940  -0.006
C  -3.53378  -1.93815  -1.27569  0.000
H  -7.97504  -2.37189  -2.09080  0.000
H  -6.84005  -1.08476  -2.52417  0.000
H  1.20652  0.75533  2.96773  -0.020
H  2.31297  -1.07759  -0.47825  -0.028
F  5.77649  3.76006  -0.77965  0.000
C  -2.53818  -1.12697  -0.77722  -0.016
C  -7.15854  -1.74917  -1.71884  0.000
F  3.49396  2.99335  -4.71713  0.001
N  0.49869  2.68807  -0.18147  0.009
H  -2.17847  -0.21505  -3.42981  0.003
O  2.13328  -0.33762  -3.65970  0.009
C  -5.05339  -0.79095  0.19877  0.000
H  4.19398  0.07280  1.87266  -0.006
C  1.98911  -0.79467  0.60448  -0.232
O  5.68813  0.85408  -0.80639  0.000
H  3.72834  -3.49381  1.82112  -0.001
C  -4.04147  0.02423  0.69814  0.004
H  -0.44225  0.22127  -3.51797  0.011
C  4.17163  0.48834  3.96962  0.002
H  -3.29781  -2.67306  -2.03139  0.001
C  2.76143  -1.16219  2.90053  0.001
H  -0.22291  1.31119  2.39707  -0.011
H  2.16606  -1.01583  6.23806  0.000
H  3.92380  0.72033  6.09332  0.000
O  -1.20865  -1.10552  -1.11915  -0.253
C  2.98220  1.78299  -4.91684  0.008
H  4.94232  1.24502  3.89214  0.000
N  4.08917  0.84393  -2.67945  0.005
H  -6.05422  -0.65412  0.58841  0.000
H  2.19058  2.86360  3.02534  0.000
H  -4.24161  0.77790  1.44812  0.000
C  1.07321  -2.72861  1.79300  -0.010
C  3.60110  0.19486  5.20395  -0.001
H  1.42289  -2.19587  4.22632  0.000
H  0.22813  -2.14585  2.16466  0.003
H  -0.44718  2.52391  0.15612  -0.001
H  0.95875  4.73222  0.06735  -0.001
F  3.83490  1.06124  -5.62843  0.000
C  -5.60334  -3.55091  -2.40949  0.000
H  2.21502  3.62187  0.59444  -0.005
H  -7.55563  -1.13450  -0.91042  0.000
C  -6.46686  -3.50960  -0.07861  0.000
C  3.75497  -0.18205  2.83218  -0.007
H  -6.47612  -4.11906  -2.73523  0.000

As for the total charge: 0. As for the spin multiplicity: 3. The value obtained for the frontier orbital gap (alpha / beta) is 8.051 / 8.672 eV. The total energy is -4037.0886 Ha. The energy above the lowest of the compared OMol25 structures with the same formula, charge and spin comes out at 0.316 eV. As for the molecular weight: 842.369 g/mol.